--- P ---
The following is a DFT calculation (the ωB97M-V functional and the def2-TZVPD basis) of C12H24N2O3 as an isolated structure.

As for the HOMO energy: -9.08 eV. The calculation puts the molar mass at 244.34 g mol⁻¹.

Element x y z (Å)
C: -4.4843 -1.3865 -0.4818
C: -4.1555 -0.3267 0.4939
C: -2.9984 0.7350 0.1327
N: -1.9444 0.3816 0.9841
C: -1.0437 1.3427 0.9065
C: -0.2775 1.5841 -0.1623
H: 0.4009 2.3639 0.0693
H: -0.8855 1.9240 -1.1875
C: 0.4764 0.3955 -0.6275
N: 1.6529 0.0688 0.4044
H: 1.6007 1.0270 1.1527
C: 2.7642 0.1596 -0.4390
C: 4.0187 0.6159 0.2871
O: 4.1897 0.4330 1.7503
H: 4.1923 -0.6412 1.5602
H: 4.8537 0.6573 -0.0578
H: 3.8007 1.7039 0.5265
C: 2.4630 0.6536 -1.6032
O: 1.2333 0.5542 -1.8955
H: 2.9946 0.3124 -2.4149
H: 2.6494 1.7855 -1.7528
C: 3.1075 -1.3321 -0.3629
O: 3.2145 -1.9823 0.7748
H: 2.3100 -1.8277 1.3103
H: 4.2267 -1.3673 -1.1782
H: 2.5870 -1.8622 -1.2177
C: -0.4504 -0.9859 -0.5428
C: -1.2462 -0.6569 0.7228
H: -0.6836 -1.0143 1.7099
H: -1.9597 -1.6832 0.8038
H: -1.0966 -0.5781 -1.4613
H: 0.0573 -1.7615 -0.7720
H: -0.3792 1.3878 1.9377
H: -1.6463 2.3153 1.2213
H: -2.9559 0.5019 -0.9090
H: -3.4383 1.8732 0.3883
H: -4.0683 -0.7766 1.2881
H: -5.2334 0.2739 0.8765
H: -3.6614 -1.9447 -0.7055
H: -4.9190 -0.7976 -1.4201
H: -5.2657 -2.1255 -0.1094

Results of the Löwdin charge analysis, in e, for atoms 1 through 5: C -0.136; C -0.256; C -0.146; N -0.202; C -0.387

--- Q ---
The following is a DFT calculation (the ωB97M-V functional and the def2-TZVPD basis) of one molecule with the formula C12H24N2O3.

As for the HOMO energy: -9.79 eV. The SMILES is CC[C@H](C)[C@H](N)C(=O)N[C@@H](CC(C)C)C(=O)O. The calculation puts the molar mass at 244.33 g mol⁻¹.

Element x y z (Å)
C: -0.9652 -1.5965 0.6496
C: -1.3185 -0.1482 0.8530
C: 0.3834 -1.9261 1.3791
C: 0.2294 -1.5128 2.8879
C: 0.7330 -3.4323 1.2257
C: -0.3483 -4.3895 1.6940
C: 0.3979 0.7021 -0.8408
C: 1.8426 0.9562 -0.4473
C: -0.0192 1.5414 -2.0422
C: 0.3049 3.0745 -1.9667
C: -0.2469 3.8208 -3.1856
C: -0.1392 3.7521 -0.6639
H: -1.7470 -1.8456 -1.1619
H: -0.7721 -3.1015 -0.7211
H: -1.7695 -2.1758 1.1159
H: 1.1782 -1.2770 0.9864
H: 1.1853 -1.6878 3.3542
H: -0.5817 -2.0593 3.4057
H: 0.1048 -0.4433 3.0712
H: 1.0049 -3.6470 0.1702
H: 1.6446 -3.6142 1.7815
H: -0.6895 -4.0832 2.6829
H: 0.0283 -5.4224 1.8136
H: -1.2357 -4.3907 1.0425
H: -0.8967 1.7692 0.4266
H: 0.3245 -0.3561 -1.1288
H: 0.5530 1.1491 -2.9037
H: -1.1065 1.4529 -2.1018
H: 1.4195 3.1427 -1.9633
H: -1.3366 3.7182 -3.3487
H: 0.1661 3.3592 -4.0873
H: -0.0913 4.9308 -3.1719
H: -1.1991 3.6284 -0.4471
H: 0.0767 4.7941 -0.6606
H: 0.4223 3.3881 0.2074
H: 1.2530 0.9505 1.3088
N: -0.8756 -2.0469 -0.7399
N: -0.5425 0.8337 0.2633
O: -2.1697 0.1322 1.6919
O: 2.6876 1.0595 -1.2793
O: 2.1109 1.0005 0.8506

Results of the Löwdin charge analysis, in e, for atoms 1 through 5: C -0.297; C -0.430; C -0.286; C -0.046; C -0.226

Relative energies, eV: P 15.873; Q 0.000.

--- P ---
The following is a DFT calculation (the ωB97M-V functional and the def2-TZVPD basis) of C34H27FN3O4PSTi as an isolated structure.

As for the HOMO energy (spin up / spin down): -5.34 / -7.64 eV. As for the expectation value of S²: 2.023. Its spin multiplicity is 3. The calculation puts the molar mass at 671.51 g mol⁻¹.

Element x y z (Å)
Ti: 0.3029 -0.6206 0.9950
O: 4.0018 -0.1216 -0.9084
C: 3.0029 -0.4584 -0.0873
O: 2.0372 0.3129 0.0875
C: 3.0866 -1.6819 0.6392
C: 4.1487 -2.6382 0.6795
C: 4.0819 -3.6174 1.6474
C: 3.0437 -3.6411 2.5795
C: 2.0257 -2.6507 2.4509
N: 2.0227 -1.7766 1.4397
C: 1.0074 -2.2724 3.3876
O: 0.8773 -2.8899 4.5672
O: 0.2614 -1.3122 3.1338
H: 3.7401 0.6999 -1.3502
H: 4.9626 -2.5764 -0.0260
H: 4.8566 -4.3719 1.6947
H: 2.9972 -4.4091 3.3395
H: 1.5534 -3.5731 4.6599
N: 0.4898 1.2461 2.3619
C: 0.2769 2.6186 1.9836
C: 0.6674 3.6607 2.8181
C: 0.4519 4.9759 2.4458
C: -0.1575 5.2640 1.2305
C: -0.5332 4.2319 0.3901
C: -0.3288 2.9018 0.7576
P: -0.6237 1.4948 -0.3632
C: 0.1130 2.1806 -1.9003
C: 1.3739 2.7813 -1.8437
C: 2.0303 3.1525 -3.0057
C: 1.4424 2.9298 -4.2452
C: 0.1831 2.3552 -4.3096
C: -0.4780 1.9866 -3.1456
C: -2.4011 1.4300 -0.7283
C: -3.3203 2.4171 -0.3873
C: -4.6622 2.2492 -0.6965
C: -5.0945 1.1022 -1.3442
C: -4.1846 0.1075 -1.6719
C: -2.8445 0.2648 -1.3550
H: 1.3342 1.1697 2.9224
H: -0.2871 0.9183 2.9338
H: 1.1437 3.4339 3.7652
H: 0.7619 5.7779 3.1025
H: -0.3219 6.2923 0.9361
H: -0.9650 4.4514 -0.5788
H: 1.8383 2.9523 -0.8800
H: 3.0035 3.6257 -2.9482
H: 1.9605 3.2141 -5.1519
H: -0.2902 2.1900 -5.2691
H: -1.4574 1.5322 -3.2112
H: -2.9958 3.3063 0.1368
H: -5.3738 3.0181 -0.4231
H: -6.1429 0.9765 -1.5831
H: -4.5199 -0.7997 -2.1581
H: -2.1305 -0.5217 -1.5761
S: -0.1171 -3.2363 -2.9018
C: 0.7767 -1.8384 -3.3292
C: 0.9357 -0.9897 -2.2768
C: 0.3381 -1.4276 -1.0482
C: -0.2473 -2.6504 -1.2659
C: -0.9362 -3.3296 -0.2024
C: -1.6364 -4.5308 -0.3430
C: -2.3313 -5.0341 0.7374
C: -2.3332 -4.3132 1.9241
C: -1.6080 -3.1373 1.9841
N: -0.8890 -2.6646 0.9663
H: 1.1275 -1.7104 -4.3417
H: 1.4672 -0.0550 -2.3934
H: -1.6348 -5.0368 -1.2991
H: -2.8801 -5.9633 0.6527
H: -2.8911 -4.6457 2.7877
H: -1.6137 -2.5322 2.8794
F: -1.4952 -0.1937 1.5325

Results of the Löwdin charge analysis, in e, for atoms 1 through 5: Ti 0.947; O 0.142; C -0.467; O -0.103; C -0.182

--- Q ---
The following is a DFT calculation (the ωB97M-V functional and the def2-TZVPD basis) of C34H27FN3O4PSTi as an isolated structure.

As for the HOMO energy (spin up / spin down): -6.36 / -7.82 eV. As for the expectation value of S²: 2.016. Its spin multiplicity is 3. The calculation puts the molar mass at 671.51 g mol⁻¹.

Element x y z (Å)
Ti: -1.1144 0.0473 -0.9797
O: 0.2239 -1.8919 -5.5067
C: -0.2514 -1.2798 -4.3944
O: -0.1560 -0.0996 -4.2629
C: -0.8671 -2.2459 -3.4196
C: -1.0729 -3.5188 -3.8769
C: -1.7248 -4.4814 -3.0754
C: -2.1230 -4.1053 -1.8394
C: -1.8591 -2.7985 -1.3891
N: -1.2208 -1.8256 -2.1638
C: -2.1894 -2.3598 -0.0882
O: -2.7803 -3.1221 0.8357
O: -1.9098 -1.1882 0.2579
H: 0.5849 -1.1796 -6.0511
H: -0.7477 -3.7591 -4.8736
H: -1.9118 -5.4814 -3.4425
H: -2.6456 -4.8107 -1.2046
H: -2.8934 -4.0215 0.5142
N: 1.4222 -2.2008 -0.1812
C: 1.8565 -2.1555 1.1386
C: 2.6017 -3.2312 1.6397
C: 3.0666 -3.2313 2.9391
C: 2.7976 -2.1571 3.7807
C: 2.0319 -1.1098 3.3017
C: 1.5410 -1.0854 1.9935
P: 0.4005 0.2594 1.4543
C: 1.5063 1.7270 1.4289
C: 2.8552 1.7045 1.7631
C: 3.6168 2.8665 1.6995
C: 3.0385 4.0597 1.2949
C: 1.6933 4.0877 0.9441
C: 0.9338 2.9295 1.0030
C: -0.5221 0.5212 3.0262
C: -1.4257 -0.4828 3.3810
C: -2.1536 -0.4006 4.5566
C: -2.0004 0.6963 5.3941
C: -1.1154 1.7050 5.0454
C: -0.3791 1.6211 3.8676
H: 1.2429 -1.3191 -0.6326
H: 1.9012 -2.8557 -0.7751
H: 2.8195 -4.0697 0.9847
H: 3.6391 -4.0776 3.3008
H: 3.1692 -2.1450 4.7976
H: 1.7903 -0.2852 3.9625
H: 3.3253 0.7786 2.0694
H: 4.6684 2.8324 1.9611
H: 3.6362 4.9624 1.2410
H: 1.2381 5.0136 0.6113
H: -0.1130 2.9435 0.7125
H: -1.5598 -1.3342 2.7227
H: -2.8442 -1.1923 4.8206
H: -2.5721 0.7658 6.3118
H: -0.9874 2.5645 5.6927
H: 0.3118 2.4152 3.6227
S: 1.4571 3.1081 -2.7530
C: 2.6389 2.0118 -2.1904
C: 2.0883 0.8923 -1.6487
C: 0.6578 0.8727 -1.6595
C: 0.1903 2.0371 -2.2430
C: -1.1923 2.2071 -2.6328
C: -1.7528 3.3745 -3.1581
C: -3.0682 3.3804 -3.5562
C: -3.8263 2.2164 -3.4393
C: -3.2273 1.1084 -2.8927
N: -1.9469 1.0885 -2.5016
H: 3.6859 2.2657 -2.2806
H: 2.7061 0.1060 -1.2289
H: -1.1390 4.2636 -3.2368
H: -3.5168 4.2820 -3.9537
H: -4.8606 2.1822 -3.7519
H: -3.7758 0.1850 -2.7554
F: -1.8909 1.4199 -0.0318

Results of the Löwdin charge analysis, in e, for atoms 1 through 5: Ti 0.921; O 0.091; C -0.441; O 0.144; C -0.164

Relative energies, eV: P 0.000; Q 0.849.

--- P ---
The following is a DFT calculation (the ωB97M-V functional and the def2-TZVPD basis) of one molecule with the formula C5H9N.

As for the HOMO energy: -7.28 eV. The calculation puts the molar mass at 83.13 g mol⁻¹.

Element x y z (Å)
C: 0.3003 1.7618 -0.4689
N: -1.2903 -0.3751 -1.6871
C: -0.1148 -0.6620 -0.8729
C: 0.2894 0.3499 0.0053
C: 0.4821 0.0434 1.3853
C: 0.3015 -1.1677 1.9540
H: 1.0281 1.9344 -1.2627
H: -0.6541 2.0989 -0.8687
H: 0.5201 2.4640 0.3251
H: 0.1309 -0.2784 -1.9541
H: -1.3146 -1.0562 -2.4584
H: 0.0648 -1.6900 -0.5688
H: 0.7175 0.8815 2.0344
H: -0.2089 -1.9595 1.4152
H: 0.7838 -1.3740 2.9011

Results of the Löwdin charge analysis, in e, for atoms 1 through 5: C -0.066; N 0.039; C -0.313; C -0.290; C -0.145

--- Q ---
The following is a DFT calculation (the ωB97M-V functional and the def2-TZVPD basis) of one molecule with the formula C5H9N.

As for the HOMO energy: -8.44 eV. The SMILES is C=C/C=C/CN. The calculation puts the molar mass at 83.13 g mol⁻¹.

Element x y z (Å)
N: 1.5593 -0.3011 1.7409
C: 0.1151 -0.3007 1.9429
C: -0.3046 0.4419 -2.9085
C: -0.8801 0.1620 -1.7436
C: -0.2198 -0.2829 -0.5244
C: -0.6753 -0.0263 0.6977
H: 2.0165 -0.3669 2.6431
H: 1.8297 0.6131 1.3886
H: -0.2747 -1.2653 2.2954
H: -0.1423 0.4455 2.7082
H: -0.7181 1.1520 -3.6104
H: 0.6902 0.0671 -3.1299
H: -1.9409 0.3794 -1.6473
H: 0.6906 -0.8572 -0.6653
H: -1.7457 0.1393 0.8125

Results of the Löwdin charge analysis, in e, for atoms 1 through 5: N -0.015; C -0.304; C -0.003; C -0.204; C -0.140

Relative energies, eV: P 3.347; Q 0.000.

--- P ---
The following is a DFT calculation (the ωB97M-V functional and the def2-TZVPD basis) of a 3-piece molecular cluster, C3H10N3O overall.

As for the HOMO energy: -13.90 eV. The charge is +1. The calculation puts the molar mass at 104.13 g mol⁻¹.

Element x y z (Å)
C: -3.1912 -2.6122 0.2618
C: -2.0765 -1.7877 -0.2482
C: 0.6163 -0.2342 -0.1374
N: -0.3313 0.5094 -0.4233
N: 1.8893 -0.0885 -0.2533
N: 2.2775 2.6645 0.0008
O: -1.8041 -2.8321 0.4604
H: -3.6921 -2.1924 1.1805
H: -3.9061 -3.2726 -0.2811
H: 0.2809 -1.2744 0.0715
H: -0.0618 1.4715 -0.6460
H: -1.3022 0.2224 -0.2187
H: 2.6496 -0.7450 0.1283
H: 2.1178 0.9973 -0.2278
H: 3.1380 3.1350 0.2811
H: 1.7846 3.3636 -0.6490
H: 1.6112 2.6756 0.7004

Results of the Löwdin charge analysis, in e, for atoms 1 through 5: C -0.143; C 0.046; C -0.324; N 0.175; N 0.143

--- Q ---
The following is a DFT calculation (the ωB97M-V functional and the def2-TZVPD basis) of a 2-piece molecular cluster, C3H10N3O overall.

As for the HOMO energy: -14.22 eV. The charge is +1. The calculation puts the molar mass at 104.13 g mol⁻¹.

Element x y z (Å)
O: -2.1225 0.4730 1.0276
C: -1.5649 1.5549 1.1045
C: -0.8592 2.2084 -0.0282
H: -1.6294 2.0746 2.0761
H: 0.0580 1.6299 -0.2130
H: -0.5537 3.2081 0.2627
H: -1.4769 2.1869 -0.9276
N: -0.6238 -1.3576 -0.2003
C: 0.6943 -1.4578 -0.4311
N: 1.2788 -1.4694 -1.6956
N: 1.5341 -1.4088 0.6002
H: -1.0212 -1.9857 0.4904
H: -1.1054 -0.4266 -0.0538
H: 1.8433 -2.2504 -2.0056
H: 1.8147 -0.6272 -1.8782
H: 2.5216 -1.3554 0.4028
H: 1.2123 -0.9971 1.4691

Results of the Löwdin charge analysis, in e, for atoms 1 through 5: O 0.013; C -0.264; C -0.030; H 0.134; H 0.078

Relative energies, eV: P 2.522; Q 0.000.